1.
{
  "formula": "C16H36ClN2O9S3",
  "method": "ωB97M-V/def2-TZVPD",
  "e_homo_ev": -5.395,
  "total_charge": -1,
  "multiplicity": 1,
  "homo_lumo_gap_ev": 7.85,
  "elements": ["Cl", "O", "O", "O", "O", "C", "O", "H", "H", "H", "H", "C", "O", "H", "H", "H", "H", "N", "C", "C", "C", "C", "H", "H", "H", "H", "H", "N", "C", "C", "C", "C", "H", "H", "H", "H", "H", "C", "S", "O", "C", "H", "H", "H", "H", "H", "H", "C", "S", "O", "C", "H", "H", "H", "H", "H", "H", "C", "S", "O", "C", "H", "H", "H", "H", "H", "H"],
  "coordinates": [[-32.510, 26.380, -2.190], [-32.814, 25.842, -3.472], [-32.824, 27.745, -2.149], [-33.209, 25.542, -1.262], [-31.081, 26.181, -1.949], [-31.552, 23.897, -4.979], [-30.752, 22.887, -4.543], [-32.067, 23.549, -5.875], [-32.303, 24.124, -4.223], [-30.990, 24.817, -5.136], [-31.252, 22.068, -4.563], [-28.857, 25.071, -3.167], [-29.024, 23.782, -3.621], [-29.514, 25.220, -2.310], [-27.830, 25.311, -2.894], [-28.977, 25.821, -3.949], [-29.907, 23.641, -3.970], [-34.574, 28.615, -1.069], [-34.222, 27.998, 0.118], [-34.525, 28.876, 1.167], [-35.093, 30.054, 0.566], [-35.110, 29.831, -0.774], [-34.539, 28.187, -1.983], [-33.686, 27.061, 0.151], [-34.497, 28.790, 2.244], [-35.549, 30.868, 1.110], [-35.531, 30.449, -1.554], [-34.818, 26.889, -2.866], [-35.980, 26.688, -2.097], [-37.049, 27.470, -2.606], [-36.525, 28.162, -3.659], [-35.149, 27.791, -3.848], [-33.931, 26.443, -2.679], [-35.974, 26.224, -1.121], [-38.075, 27.500, -2.271], [-37.052, 28.779, -4.372], [-34.412, 28.043, -4.596], [-32.115, 30.307, -0.294], [-31.147, 29.831, -1.759], [-30.070, 30.890, -1.701], [-30.223, 28.454, -0.982], [-31.536, 30.405, 0.624], [-32.912, 29.597, -0.070], [-32.642, 31.253, -0.422], [-30.097, 28.903, 0.003], [-29.282, 28.178, -1.458], [-30.898, 27.598, -0.994], [-30.168, 25.504, -0.106], [-29.207, 25.216, 1.374], [-29.459, 23.734, 1.568], [-27.510, 25.227, 0.540], [-31.197, 25.145, -0.102], [-29.830, 24.962, -0.989], [-29.938, 26.543, -0.342], [-27.263, 26.198, 0.112], [-27.327, 24.512, -0.262], [-26.692, 25.021, 1.230], [-33.246, 23.007, -2.866], [-33.042, 23.303, -1.060], [-33.518, 22.096, -0.254], [-31.217, 23.313, -0.977], [-34.290, 22.699, -2.920], [-32.456, 22.354, -3.239], [-33.222, 23.977, -3.362], [-30.871, 24.344, -1.056], [-30.612, 23.028, -1.839], [-30.704, 22.736, -0.208]],
  "atomic_forces_ev_per_a": [[8.57, -2.03, 1.16], [1.28, 0.08, -2.14], [2.73, 1.03, -0.04], [-0.40, 2.39, 0.66], [-3.13, 0.52, -2.62], [-2.28, 1.56, -1.22], [-1.48, -3.64, -1.49], [-0.07, 0.59, -0.42], [1.28, 0.14, -1.64], [0.25, -0.24, -0.29], [0.24, -0.17, 0.14], [0.63, 0.65, 0.26], [3.21, 0.66, 0.86], [0.86, 0.59, -1.18], [0.38, -0.63, 0.48], [-0.86, 0.30, -0.20], [1.14, 0.01, 0.95], [-1.03, 1.89, 3.08], [-0.36, 0.96, 0.84], [-0.89, 0.36, -0.99], [-0.18, -1.00, 0.96], [-0.49, 0.01, -0.96], [-0.16, 1.15, 0.79], [-0.38, 0.18, 0.04], [0.47, -0.55, -0.13], [0.19, 0.12, -0.17], [0.13, -0.07, -0.06], [-7.05, -0.49, -0.15], [-0.76, 0.28, -0.79], [1.47, -1.85, 1.34], [2.65, 0.34, -2.56], [-1.48, -0.04, 0.29], [-6.04, 0.16, -2.25], [0.32, -0.40, -0.30], [0.22, -0.02, 0.27], [0.02, 0.17, 0.13], [-0.22, 0.17, -0.01], [-0.88, -0.61, 0.25], [1.81, 1.50, 1.35], [-0.09, 0.32, -0.95], [-1.67, 0.83, 0.54], [0.65, -0.10, -0.34], [0.76, 0.09, -0.24], [0.40, 0.05, -0.65], [0.49, -0.44, 0.08], [-0.19, 0.50, -0.32], [0.67, 1.27, 0.63], [2.63, 2.28, 1.63], [0.81, -2.90, -1.58], [0.34, 0.69, 1.09], [0.30, 0.72, 0.00], [0.23, 1.83, 2.23], [1.96, 0.54, 1.71], [-0.36, -0.50, 0.75], [-0.34, 0.31, 0.07], [-1.01, -0.31, -0.02], [-0.46, 0.02, 0.65], [-0.71, 0.24, 1.35], [-0.07, -4.15, 2.02], [0.55, 0.42, -1.34], [0.29, -0.78, -2.29], [0.20, -0.66, -0.21], [-0.76, -0.25, 0.27], [-0.67, -0.69, 1.14], [-2.01, -2.84, -0.27], [-0.79, -1.08, -0.95], [-0.86, 0.52, 0.76]],
  "nbo_charge": [2.548, -0.836, -0.811, -0.838, -0.855, -0.271, -0.705, 0.161, 0.196, 0.194, 0.494, -0.234, -0.751, 0.161, 0.151, 0.143, 0.464, -0.544, -0.105, -0.318, -0.350, -0.058, 0.459, 0.229, 0.217, 0.212, 0.209, -0.508, -0.066, -0.304, -0.308, -0.105, 0.335, 0.227, 0.221, 0.212, 0.221, -0.843, 1.247, -1.039, -0.832, 0.217, 0.267, 0.239, 0.222, 0.234, 0.245, -0.811, 1.235, -1.007, -0.820, 0.271, 0.220, 0.234, 0.215, 0.236, 0.226, -0.822, 1.261, -0.996, -0.915, 0.241, 0.199, 0.235, 0.235, 0.235, 0.288]
}

=====

2.
{
  "formula": "C16H36ClNO7P",
  "method": "ωB97M-V/def2-TZVPD",
  "e_homo_ev": -11.783,
  "total_charge": 1,
  "multiplicity": 1,
  "homo_lumo_gap_ev": 8.62,
  "elements": ["C", "C", "C", "C", "C", "C", "O", "C", "Cl", "C", "C", "O", "C", "P", "O", "O", "O", "H", "H", "H", "H", "H", "H", "H", "H", "H", "H", "H", "H", "H", "H", "H", "H", "H", "H", "H", "H", "C", "O", "C", "C", "N", "C", "C", "O", "C", "H", "H", "H", "H", "H", "H", "H", "H", "H", "H", "H", "H", "H", "H", "H", "H"],
  "coordinates": [[1.723, -0.048, -2.153], [1.452, 1.428, -1.808], [2.727, 2.095, -1.282], [0.845, 2.248, -2.958], [1.761, 2.314, -4.195], [-0.548, 1.782, -3.368], [-1.497, 2.238, -2.393], [-2.839, 2.329, -2.747], [-3.049, 3.105, -4.381], [-3.616, 3.181, -1.742], [-4.673, 2.233, -1.198], [-4.922, 1.333, -2.277], [-3.647, 0.983, -2.769], [-3.072, -0.549, -1.853], [-3.152, -1.714, -2.736], [-3.966, -0.647, -0.530], [-1.617, -0.353, -1.182], [1.483, -0.300, -3.189], [2.779, -0.282, -2.011], [1.172, -0.713, -1.488], [0.731, 1.476, -0.987], [3.494, 2.170, -2.056], [3.147, 1.509, -0.462], [2.521, 3.104, -0.918], [0.681, 3.260, -2.574], [1.287, 1.860, -5.068], [1.989, 3.345, -4.463], [2.707, 1.794, -4.044], [-0.801, 2.216, -4.330], [-0.595, 0.691, -3.477], [-2.964, 3.657, -1.012], [-4.125, 3.976, -2.281], [-4.322, 1.676, -0.325], [-5.612, 2.718, -0.942], [-3.724, 0.598, -3.785], [-3.541, -0.247, 0.236], [-1.008, -0.937, -1.660], [1.566, -5.164, 4.584], [0.995, -4.218, 5.476], [1.468, -2.902, 5.390], [0.616, -2.045, 4.471], [0.754, -2.424, 3.018], [2.084, -2.169, 2.355], [2.412, -0.694, 2.209], [1.614, -0.064, 1.245], [0.387, 0.489, 1.695], [1.615, -6.121, 5.098], [0.946, -5.307, 3.689], [2.581, -4.879, 4.290], [2.528, -2.877, 5.116], [1.385, -2.459, 6.384], [0.854, -0.988, 4.565], [-0.434, -2.194, 4.719], [0.037, -1.935, 2.479], [0.531, -3.418, 2.933], [2.013, -2.614, 1.363], [2.846, -2.698, 2.924], [3.443, -0.648, 1.853], [2.381, -0.158, 3.164], [0.422, 0.732, 2.763], [-0.456, -0.183, 1.488], [0.205, 1.406, 1.139]],
  "atomic_forces_ev_per_a": [[0.08, 0.12, -0.09], [0.07, 0.20, 0.20], [-0.06, 0.02, -0.01], [-0.09, -0.02, 0.01], [-0.07, -0.08, -0.10], [-0.05, -0.07, 0.10], [-0.14, 0.26, -0.07], [0.32, -0.46, 0.07], [-0.01, -0.07, -0.11], [-0.27, 0.39, 0.01], [-0.05, 0.04, 0.02], [0.10, -0.04, -0.03], [0.27, -0.01, 0.05], [-0.17, 0.03, -0.10], [0.09, 0.14, 0.15], [0.01, -0.04, -0.05], [0.20, -0.17, -0.14], [-0.07, 0.01, 0.06], [-0.01, -0.04, -0.05], [-0.06, -0.10, -0.02], [-0.11, -0.12, -0.09], [-0.02, -0.01, 0.00], [-0.02, 0.05, 0.03], [0.02, 0.00, 0.00], [0.14, 0.01, -0.02], [0.03, -0.02, 0.02], [0.02, -0.02, 0.00], [-0.01, 0.02, 0.02], [0.00, 0.05, -0.08], [-0.04, -0.03, 0.03], [0.08, -0.27, 0.09], [0.08, 0.02, 0.03], [-0.01, 0.07, 0.06], [-0.01, -0.01, -0.03], [-0.24, 0.05, 0.00], [-0.05, -0.05, -0.01], [0.06, 0.18, 0.09], [0.05, -0.01, 0.05], [-0.04, -0.02, -0.09], [0.02, -0.02, 0.04], [-0.02, 0.02, -0.01], [-0.10, -0.05, -0.07], [0.01, -0.04, 0.02], [0.03, 0.02, -0.06], [-0.07, -0.02, 0.02], [-0.02, 0.01, 0.04], [-0.02, 0.00, 0.00], [0.02, 0.01, -0.02], [0.00, -0.01, 0.01], [-0.01, 0.04, -0.01], [0.00, -0.01, 0.01], [0.04, -0.01, -0.02], [0.00, 0.03, 0.02], [0.01, 0.04, 0.01], [0.03, -0.01, 0.02], [0.04, -0.02, 0.00], [-0.01, 0.01, 0.03], [0.00, 0.02, -0.01], [-0.01, -0.05, 0.02], [0.02, 0.02, -0.01], [0.00, 0.01, 0.00], [-0.01, 0.00, -0.01]],
  "nbo_charge": [-0.629, -0.202, -0.606, -0.227, -0.627, -0.070, -0.546, 0.322, -0.080, -0.483, -0.066, -0.497, -0.325, 2.298, -1.068, -0.974, -1.015, 0.217, 0.215, 0.189, 0.193, 0.209, 0.201, 0.210, 0.217, 0.213, 0.228, 0.210, 0.207, 0.162, 0.237, 0.244, 0.148, 0.216, 0.261, 0.501, 0.517, -0.261, -0.525, -0.089, -0.253, -0.505, -0.255, -0.088, -0.529, -0.264, 0.229, 0.152, 0.173, 0.181, 0.231, 0.229, 0.243, 0.441, 0.441, 0.243, 0.230, 0.232, 0.183, 0.169, 0.159, 0.230]
}

=====

3.
{
  "formula": "C16H36Cs2N4O16S3",
  "method": "ωB97M-V/def2-TZVPD",
  "e_homo_ev": -9.101,
  "total_charge": 0,
  "multiplicity": 1,
  "homo_lumo_gap_ev": 7.58,
  "elements": ["Cs", "Cs", "S", "O", "O", "O", "O", "C", "C", "O", "N", "C", "H", "H", "H", "H", "H", "H", "H", "C", "C", "O", "N", "C", "H", "H", "H", "H", "H", "H", "H", "C", "C", "O", "N", "C", "H", "H", "H", "H", "H", "H", "H", "C", "C", "O", "N", "C", "H", "H", "H", "H", "H", "H", "H", "C", "C", "O", "S", "O", "O", "O", "H", "H", "H", "H", "C", "C", "O", "S", "O", "O", "O", "H", "H", "H", "H"],
  "coordinates": [[1.418, -0.037, -4.183], [-0.394, -3.767, -3.664], [-0.275, -1.025, -1.261], [-0.078, -0.999, 0.188], [-0.447, 0.333, -1.823], [0.861, -1.730, -1.897], [-1.508, -1.767, -1.546], [5.975, -1.104, -1.575], [4.527, -1.149, -1.986], [4.121, -0.970, -3.151], [3.600, -1.305, -1.044], [3.768, -1.510, 0.382], [6.118, -0.741, -0.560], [6.445, -0.337, -2.195], [6.507, -2.032, -1.767], [2.661, -1.297, -1.427], [2.900, -1.981, 0.837], [3.992, -0.588, 0.915], [4.601, -2.185, 0.594], [-0.913, 6.142, -1.540], [-0.002, 4.965, -1.292], [1.055, 5.101, -0.697], [-0.399, 3.732, -1.710], [-1.561, 3.315, -2.483], [-1.201, 6.278, -2.581], [-0.426, 7.018, -1.117], [-1.827, 6.089, -0.940], [0.227, 2.960, -1.570], [-2.117, 2.647, -1.826], [-1.238, 2.830, -3.397], [-2.246, 4.133, -2.703], [0.839, -4.452, 0.039], [1.057, -4.286, 1.536], [1.331, -5.248, 2.244], [0.766, -3.077, 2.048], [0.530, -2.862, 3.457], [0.669, -5.514, -0.129], [1.663, -4.112, -0.585], [-0.095, -3.922, -0.170], [0.501, -2.328, 1.410], [0.930, -1.904, 3.794], [0.994, -3.641, 4.054], [-0.549, -2.842, 3.636], [-6.471, -2.641, -0.356], [-5.236, -2.084, -1.049], [-5.273, -1.834, -2.253], [-4.061, -2.091, -0.397], [-3.803, -2.448, 0.981], [-7.265, -2.323, -1.036], [-6.608, -2.222, 0.638], [-6.532, -3.727, -0.378], [-3.204, -2.024, -0.955], [-2.781, -2.235, 1.287], [-4.054, -3.499, 1.155], [-4.421, -1.843, 1.656], [-1.775, 0.758, 2.212], [-2.226, 1.389, 0.879], [-2.306, 2.796, 1.102], [-2.347, 3.225, 2.649], [-3.681, 3.606, 2.993], [-1.246, 4.106, 2.893], [-2.066, 1.721, 3.234], [-0.714, 0.521, 2.181], [-2.415, -0.077, 2.486], [-3.173, 0.991, 0.512], [-1.482, 1.309, 0.090], [1.646, 1.735, 0.552], [2.534, 1.899, -0.673], [3.876, 1.900, -0.176], [3.939, 2.283, 1.416], [4.594, 3.551, 1.562], [4.406, 1.180, 2.201], [2.318, 2.418, 1.597], [1.590, 0.681, 0.830], [0.674, 2.177, 0.360], [2.425, 2.888, -1.125], [2.359, 1.083, -1.382]],
  "atomic_forces_ev_per_a": [[0.25, 0.30, 0.13], [-0.24, 0.17, 0.63], [-1.74, 0.61, 1.16], [0.48, 0.39, 0.42], [1.08, 0.28, -0.27], [0.97, -0.33, -1.13], [-0.34, -1.22, -0.90], [0.23, 0.86, -0.52], [-0.55, 0.34, 0.13], [0.53, -0.03, -0.31], [-0.23, -0.27, 0.36], [0.71, -0.18, 0.41], [-0.15, -0.42, 0.16], [-0.03, -0.18, -0.18], [-0.14, -0.15, 0.16], [-0.25, -0.25, 0.33], [-0.25, 0.13, -0.30], [-0.16, 0.02, -0.06], [0.00, -0.04, -0.19], [-0.37, 0.24, 0.63], [0.13, -0.22, 0.20], [0.07, -0.07, -0.10], [-0.36, 0.05, -0.77], [-0.25, 0.42, 1.02], [0.13, 0.04, -0.03], [0.29, 0.03, -0.45], [-0.06, -0.47, -0.19], [0.34, 0.13, 0.34], [-0.16, -0.39, -0.50], [-0.21, -0.16, -0.13], [0.30, 0.18, -0.10], [-0.39, -0.14, 0.29], [-0.28, -0.79, 0.54], [0.18, 0.07, -0.23], [0.19, 0.62, -0.34], [-0.11, 0.22, 0.17], [0.16, -0.03, 0.02], [-0.03, 0.26, 0.07], [0.21, 0.19, -0.46], [-0.08, -0.15, -0.03], [0.08, 0.01, -0.19], [-0.06, -0.14, -0.13], [0.05, -0.12, 0.20], [-0.31, 1.09, -0.68], [0.33, -1.49, -0.78], [-0.18, 0.26, 0.25], [1.20, 0.20, 0.36], [-1.14, 0.03, 0.39], [-0.22, 0.12, 0.42], [-0.14, -0.26, 0.10], [0.52, -0.07, 0.31], [-0.44, 0.48, -0.08], [0.19, -0.16, -0.49], [0.25, 0.02, 0.24], [-0.07, -0.14, -0.03], [-0.50, 0.32, -0.27], [0.37, -0.14, -0.24], [-0.16, 0.65, 0.65], [0.04, -0.81, -0.37], [0.75, -0.17, 0.07], [-0.71, -0.66, 0.02], [-0.02, 1.54, -0.16], [-0.06, -0.11, 0.22], [0.41, -0.34, -0.25], [-0.09, 0.16, 0.16], [-0.01, -0.53, 0.05], [0.40, -0.62, -0.45], [-0.13, 0.63, 0.06], [0.59, -0.55, 1.14], [-0.68, 0.89, -0.28], [-0.88, -1.17, -0.19], [-0.22, 0.29, -0.65], [1.54, 0.68, 0.24], [-0.40, -0.01, -0.13], [-0.13, 0.05, 0.42], [-0.41, -0.11, -0.14], [0.37, 0.14, 0.21]],
  "mulliken_charge": [1.213, 1.040, 1.356, -0.665, -0.732, -1.418, -1.196, -1.278, 0.779, -0.680, 0.670, -0.706, 0.348, 0.376, 0.280, -0.269, -0.165, 0.131, 0.594, -1.458, 1.094, -0.596, 0.104, -0.797, 0.359, 0.349, 0.324, -0.232, 0.157, 0.159, 0.500, -0.353, 0.772, -0.736, 0.298, -1.059, 0.313, 0.171, -0.072, -0.062, 0.317, 0.387, 0.294, -1.107, 0.727, -0.690, 0.293, -0.932, 0.326, 0.343, 0.260, 0.275, 0.123, 0.352, 0.337, 0.240, 0.515, -0.251, 1.090, -0.560, -0.524, -0.447, 0.061, 0.067, 0.307, -0.669, 0.696, 0.100, -0.411, 1.032, -0.572, -0.621, -0.271, -0.057, -0.166, 0.661, -0.439]
}